52
Properties=species:S:1:pos:R:3:mulliken_charge:R:1 method="wB97M-V/def2-TZVPD" e_tot_ev=-62892.150 multiplicity=3 lumo_ha="-0.120 / -0.116" homo_ha="-0.402 / -0.402" s_squared=2.01 charge=+1
C -1.290 3.353 -3.342 -0.623
C -1.139 2.011 -2.994 -0.537
C 0.187 1.497 -2.904 0.778
C 1.270 2.259 -3.326 -0.338
C 1.092 3.589 -3.697 -0.741
C -0.189 4.141 -3.684 -1.067
C 2.669 1.661 -3.169 0.171
C 2.651 0.142 -3.258 -0.133
C 1.488 -0.519 -2.882 1.108
C 1.377 -1.925 -2.989 -0.196
C 2.532 -2.642 -3.302 -0.819
C 3.739 -1.986 -3.565 -1.067
C 3.800 -0.592 -3.552 -0.725
H -2.294 3.787 -3.353 0.479
H 1.967 4.177 -3.985 0.485
H -0.332 5.188 -3.949 0.395
H 3.294 2.044 -3.984 1.065
H 2.482 -3.733 -3.335 0.427
H 4.634 -2.567 -3.792 0.379
H 4.727 -0.057 -3.769 0.481
N 0.456 0.244 -2.279 0.193
Pr 0.091 0.243 -0.218 1.239
C -2.348 1.140 -2.709 -1.066
H -2.226 0.137 -3.151 0.315
H -3.259 1.607 -3.113 0.635
C 0.055 -2.612 -2.739 -1.118
H -0.752 -2.155 -3.335 0.424
H 0.133 -3.682 -2.978 0.668
P -2.699 0.874 -0.889 0.796
P -0.491 -2.508 -0.970 1.072
C 0.653 -3.747 -0.263 -1.588
H 1.617 -3.274 -0.031 0.381
H 0.209 -4.127 0.668 0.488
H 0.805 -4.575 -0.971 0.399
C -2.055 -3.439 -1.008 -1.129
H -1.998 -4.242 -0.261 0.434
H -2.881 -2.763 -0.748 0.181
H -2.232 -3.868 -2.004 0.366
C -3.413 2.488 -0.429 -1.221
H -4.430 2.589 -0.832 0.386
H -3.452 2.532 0.668 0.381
H -2.787 3.315 -0.785 0.383
C -4.190 -0.173 -0.985 -1.369
H -4.420 -0.527 0.029 0.414
H -5.042 0.408 -1.366 0.435
H -4.014 -1.044 -1.629 0.368
C 3.172 2.013 -1.861 -0.267
O 2.626 1.883 -0.781 -0.497
H 4.109 2.393 -2.276 0.408
O 2.028 -0.947 0.752 -0.357
N 1.520 -1.228 1.909 0.141
O 0.312 -0.860 2.045 -0.418